(1)
{
  "formula": "C3H6N2O2",
  "method": "wB97M-V/def2-TZVPD",
  "species": ["H", "N", "C", "N", "C", "O", "C", "O", "H", "H", "H", "H", "H"],
  "coordinates": [[-1.27842, -1.78789, -0.58947], [-0.35222, -1.43819, -0.30293], [-0.34666, -0.18052, -0.17178], [-1.37502, 0.66933, -0.36779], [-2.73437, 0.17805, -0.49281], [0.74445, 0.55479, 0.24139], [1.91267, -0.17179, 0.45428], [2.90886, 0.40106, 0.77900], [-1.21643, 1.69634, -0.24609], [-3.49795, 0.97335, -0.41096], [-2.90584, -0.29979, -1.49317], [-2.96999, -0.57544, 0.28749], [1.74301, -1.22569, 0.24601]],
  "atomic_forces_ev_per_a": [[0.7, 0.3, 0.1], [-0.3, -0.5, 0.0], [-0.4, 0.3, 0.1], [-0.8, 2.1, 0.2], [-0.6, -0.5, -0.6], [0.6, -0.7, -0.1], [0.2, 1.1, -0.1], [-0.6, -0.5, -0.1], [-0.1, -1.7, -0.1], [0.7, -0.2, 0.0], [0.2, 0.3, 0.8], [0.2, 0.4, -0.3], [0.3, -0.2, 0.1]],
  "homo_lumo_gap_ev": 10.3,
  "smiles": "[H]/N=C(\\NC)OC=O",
  "spin_multiplicity": 1
}

(2)
{
  "formula": "C66H57Br4CsN8O6S3",
  "method": "wB97M-V/def2-TZVPD",
  "species": ["Cs", "C", "N", "C", "C", "C", "C", "C", "C", "N", "C", "C", "C", "C", "C", "C", "N", "C", "C", "C", "C", "C", "N", "H", "H", "H", "H", "H", "H", "H", "H", "H", "H", "H", "H", "H", "H", "H", "H", "H", "H", "C", "C", "C", "C", "C", "C", "C", "S", "O", "C", "C", "C", "C", "C", "C", "C", "C", "C", "C", "C", "C", "C", "C", "C", "C", "C", "C", "C", "C", "S", "O", "C", "C", "C", "C", "C", "C", "C", "H", "H", "H", "H", "H", "H", "H", "H", "H", "H", "H", "H", "H", "H", "H", "H", "H", "H", "H", "H", "H", "H", "H", "H", "H", "H", "C", "C", "N", "O", "C", "C", "N", "O", "H", "H", "H", "H", "H", "H", "H", "Br", "C", "C", "Br", "C", "Br", "C", "O", "C", "O", "C", "Br", "C", "N", "C", "C", "N", "C", "S", "H", "H", "H", "H", "H", "H"],
  "coordinates": [[-1.23904, -0.35907, 1.35685], [-4.51667, -3.27437, -1.86809], [-3.73093, -3.74358, -0.74655], [-2.90897, -4.89477, -1.06893], [-1.61736, -4.46569, -1.73349], [-1.36939, -4.64433, -3.08644], [-0.21081, -4.11325, -3.63063], [0.65877, -3.41341, -2.80962], [0.35040, -3.31833, -1.46008], [-0.74328, -3.86118, -0.93130], [-4.44278, -3.86629, 0.51390], [-5.02387, -2.59045, 1.10927], [-5.36186, -2.60557, 2.45985], [-5.96627, -1.49672, 3.01551], [-6.16943, -0.37543, 2.22142], [-5.77950, -0.43829, 0.89752], [-5.25039, -1.53249, 0.34183], [-3.69260, -2.57782, -2.92700], [-3.94856, -2.76633, -4.28200], [-3.18243, -2.08312, -5.21468], [-2.18351, -1.23522, -4.76891], [-2.01317, -1.10506, -3.39677], [-2.73436, -1.75795, -2.49655], [-5.19453, -2.51839, -1.47478], [-5.10932, -4.08377, -2.33216], [-3.44335, -5.60967, -1.71762], [-2.64822, -5.40552, -0.14122], [-2.09066, -5.15852, -3.70927], [0.00081, -4.22906, -4.68713], [1.56032, -2.95634, -3.19411], [1.00340, -2.80638, -0.75593], [-3.72980, -4.24225, 1.25038], [-5.26328, -4.60447, 0.44421], [-5.11793, -3.46368, 3.07465], [-6.21847, -1.48562, 4.06903], [-6.59660, 0.53141, 2.62904], [-5.90144, 0.41609, 0.23976], [-4.73560, -3.44086, -4.59883], [-3.35955, -2.21854, -6.27629], [-1.56966, -0.67062, -5.46008], [-1.25843, -0.44100, -2.98978], [6.04809, -3.11895, 4.05253], [4.95532, -2.24434, 3.49026], [4.34855, -1.27084, 4.28538], [3.35105, -0.45137, 3.78436], [2.94478, -0.60695, 2.46570], [3.52185, -1.57363, 1.66336], [4.53032, -2.38190, 2.17512], [1.63469, 0.41751, 1.74852], [1.21822, -0.36239, 0.54508], [2.85459, 1.68041, 1.23785], [3.11569, 2.59448, 2.29055], [3.95086, 3.64719, 2.10829], [4.53236, 3.88510, 0.83884], [5.38758, 4.99154, 0.61474], [5.90236, 5.24600, -0.62329], [5.56081, 4.40687, -1.70729], [4.74638, 3.32637, -1.51818], [4.22951, 3.00947, -0.23277], [3.39386, 1.86660, -0.00278], [3.15680, 0.93402, -1.15276], [4.26880, 0.19125, -1.66649], [5.50758, 0.13417, -0.97437], [6.56457, -0.56175, -1.48446], [6.45206, -1.23021, -2.72578], [5.26498, -1.22501, -3.39527], [4.13785, -0.54268, -2.87069], [2.87565, -0.58909, -3.50723], [1.80390, 0.02364, -2.94216], [1.94479, 0.79652, -1.76809], [0.36351, 1.45149, -1.14963], [0.52092, 2.25400, 0.08949], [0.28347, 2.76248, -2.40348], [-0.51135, 2.62949, -3.52689], [-0.60644, 3.68635, -4.42685], [0.08407, 4.87164, -4.21181], [-0.05109, 6.03413, -5.16330], [0.87918, 4.98495, -3.06765], [0.97121, 3.94569, -2.15860], [5.74544, -3.56317, 5.00283], [6.95682, -2.53885, 4.23572], [6.29754, -3.92635, 3.36296], [4.64900, -1.16904, 5.32389], [2.83873, 0.26341, 4.41805], [3.16297, -1.69841, 0.64715], [4.98385, -3.13725, 1.54096], [2.61733, 2.43366, 3.24272], [4.15522, 4.33631, 2.92088], [5.62067, 5.64303, 1.45068], [6.55842, 6.09356, -0.77966], [5.94073, 4.62583, -2.69823], [4.48050, 2.70441, -2.36368], [5.59642, 0.63174, -0.01677], [7.49319, -0.60689, -0.92889], [7.30481, -1.75804, -3.13614], [5.15981, -1.75350, -4.33705], [2.76841, -1.14473, -4.43268], [0.82546, -0.06701, -3.40452], [-1.09748, 1.73049, -3.68775], [-1.24826, 3.58729, -5.29684], [-0.48709, 5.71974, -6.11247], [0.91960, 6.49247, -5.36350], [-0.69646, 6.80813, -4.73861], [1.41909, 5.90880, -2.88114], [1.54996, 4.04040, -1.24589], [-0.50252, -4.40195, 4.59585], [-0.17311, -3.23986, 3.70058], [-0.18814, -3.29427, 2.42548], [-0.56212, -4.54181, 1.89294], [0.16019, -1.94655, 4.34369], [0.28470, -1.82290, 5.83629], [0.31983, -0.91403, 3.57896], [0.54635, 0.25985, 4.11676], [-0.70618, -5.28882, 4.00296], [-1.38184, -4.16300, 5.19611], [0.33016, -4.60115, 5.27551], [-0.66906, -4.30559, 0.95369], [1.26563, -2.18176, 6.17909], [-0.49178, -2.37107, 6.37141], [0.20693, -0.76516, 6.07883], [-4.10622, 0.39592, 7.70456], [-3.73485, 0.68601, 5.86218], [-3.73407, 1.96072, 5.33768], [-4.01788, 3.47076, 6.45926], [-3.49382, 2.12778, 3.95485], [-3.60736, 3.86621, 3.17732], [-3.22853, 1.08008, 3.05432], [-3.07148, 1.24846, 1.78836], [-3.15108, -0.28179, 3.63502], [-2.87095, -1.27738, 2.89571], [-3.45958, -0.40028, 5.00856], [-3.51393, -2.18806, 5.66887], [-3.50325, 4.93850, -3.42596], [-3.08131, 4.26009, -2.22687], [-2.57216, 4.88256, -1.08754], [-2.38553, 3.92291, -0.16924], [-2.76973, 2.73247, -0.74878], [-3.22342, 2.91834, -2.01154], [-3.78270, 1.77655, -3.12085], [-2.78739, 5.72317, -3.67454], [-4.49505, 5.37904, -3.30042], [-3.55064, 4.20525, -4.22770], [-2.38889, 5.94270, -1.04317], [-2.00765, 3.96149, 0.83789], [-2.80529, 1.88417, -0.19335]],
  "atomic_forces_ev_per_a": [[0.3, -1.0, -2.4], [0.1, 0.1, 0.1], [0.0, 0.1, 0.0], [0.1, 0.1, 0.0], [0.0, -0.1, 0.1], [0.0, 0.0, -0.1], [0.0, 0.0, 0.0], [0.0, 0.0, 0.0], [0.1, -0.1, 0.3], [0.1, 0.1, 0.0], [0.1, 0.2, 0.0], [-0.2, 0.0, -0.1], [-0.1, -0.1, 0.1], [0.0, 0.0, 0.0], [0.0, -0.1, 0.0], [0.0, -0.1, 0.0], [0.1, 0.0, 0.0], [0.1, -0.1, 0.1], [0.0, 0.1, -0.1], [0.0, -0.1, 0.0], [0.0, 0.0, 0.0], [-0.1, -0.1, 0.0], [0.0, 0.1, -0.1], [-0.1, 0.0, 0.0], [0.0, -0.1, 0.0], [0.0, -0.1, 0.0], [0.0, 0.0, 0.0], [0.0, 0.0, 0.0], [0.0, 0.0, 0.0], [0.0, 0.0, 0.0], [0.0, 0.0, -0.1], [0.0, 0.0, 0.0], [-0.1, -0.1, 0.0], [0.0, 0.0, 0.0], [0.0, 0.0, 0.0], [0.1, 0.0, 0.0], [0.0, 0.0, 0.0], [0.0, 0.0, 0.0], [0.0, 0.0, 0.0], [0.0, 0.0, 0.0], [0.0, 0.0, 0.0], [0.0, 0.1, 0.0], [0.0, 0.0, 0.0], [0.0, 0.0, -0.1], [0.0, 0.0, 0.0], [0.0, -0.1, 0.1], [0.0, 0.0, -0.1], [0.0, 0.0, 0.0], [1.2, -0.2, -0.2], [2.0, -0.3, -0.8], [-0.1, 0.1, 0.2], [-0.1, -0.2, 0.0], [0.0, 0.1, 0.0], [0.0, 0.0, -0.1], [0.0, 0.0, 0.0], [0.0, 0.0, -0.1], [0.0, 0.1, 0.0], [0.0, 0.0, 0.0], [0.0, 0.1, -0.1], [0.0, -0.2, 0.0], [0.0, 0.1, 0.1], [0.0, -0.1, 0.0], [0.0, 0.0, 0.0], [0.0, 0.0, -0.1], [0.1, 0.0, 0.1], [-0.1, 0.0, 0.0], [0.1, 0.0, 0.1], [0.1, 0.0, -0.1], [-0.2, 0.1, 0.0], [0.0, 0.0, 0.0], [0.1, 0.8, -0.5], [-0.1, 0.0, -0.1], [-0.1, -0.1, -0.1], [0.1, -0.1, -0.1], [0.1, 0.0, -0.1], [0.0, 0.0, 0.0], [0.0, -0.1, 0.1], [0.0, 0.0, 0.0], [0.0, 0.0, 0.0], [0.0, 0.0, 0.0], [0.0, 0.0, 0.0], [0.0, 0.0, 0.0], [0.0, 0.0, 0.0], [-0.1, -0.1, 0.0], [0.0, 0.0, 0.1], [0.0, 0.0, 0.0], [0.0, 0.0, -0.1], [0.0, 0.0, 0.0], [0.0, 0.0, 0.0], [0.0, 0.0, 0.0], [0.0, 0.0, 0.0], [0.0, 0.0, 0.0], [0.0, 0.0, 0.0], [0.0, 0.0, 0.0], [0.0, 0.0, 0.0], [0.0, 0.0, 0.0], [0.0, 0.0, 0.0], [0.0, 0.0, 0.0], [0.0, 0.1, 0.0], [0.0, 0.0, 0.0], [0.0, 0.0, 0.0], [0.0, 0.0, 0.0], [0.0, 0.0, 0.0], [0.0, 0.0, 0.0], [0.0, 0.0, 0.0], [0.0, -0.1, -0.1], [0.1, 0.1, 0.1], [0.1, 0.2, -0.2], [-0.1, -0.1, 0.1], [0.0, 0.0, 0.1], [-0.1, -0.1, 0.0], [0.6, 0.2, 0.6], [-0.1, -0.2, 0.6], [0.0, 0.0, 0.0], [0.0, 0.0, 0.0], [0.0, 0.0, 0.0], [0.0, 0.0, 0.0], [0.0, 0.0, 0.0], [0.0, 0.0, 0.0], [0.0, 0.0, 0.0], [0.0, 0.0, 0.0], [0.0, 0.0, -0.2], [0.0, -0.1, -0.1], [0.0, 0.0, 0.0], [0.0, -0.1, -0.1], [0.0, 0.0, 0.0], [-0.3, 0.4, 0.3], [-1.4, 1.3, 0.5], [-0.2, -0.1, 0.3], [-1.5, -0.5, 1.5], [0.0, 0.1, 0.0], [0.0, 0.0, 0.0], [0.0, 0.0, 0.0], [-0.1, 0.0, 0.0], [-0.1, 0.0, -0.2], [0.1, -0.1, 0.1], [0.1, 0.1, 0.2], [0.2, 0.3, 0.1], [-0.2, 0.0, 0.1], [0.0, 0.0, 0.0], [0.0, 0.0, 0.0], [0.0, 0.0, 0.0], [0.0, -0.1, -0.1], [-0.1, -0.1, 0.0], [-0.3, -0.2, 0.1]],
  "homo_lumo_gap_ev": 4.1,
  "spin_multiplicity": 1,
  "charge": -2
}

(3)
{
  "formula": "C17H19B2N2O19Pb",
  "method": "wB97M-V/def2-TZVPD",
  "species": ["Pb", "O", "C", "O", "B", "O", "C", "O", "O", "C", "O", "C", "O", "O", "O", "C", "O", "B", "O", "C", "O", "O", "C", "O", "C", "O", "O", "O", "H", "O", "H", "C", "O", "H", "H", "H", "C", "C", "C", "C", "N", "H", "H", "H", "H", "H", "H", "H", "C", "C", "C", "C", "N", "H", "H", "H", "H", "H", "H", "H"],
  "coordinates": [[-1.37601, -1.48429, 0.65821], [-1.26456, 2.48321, 3.76572], [-0.27642, 2.63348, 3.13392], [0.41002, 3.78963, 3.02700], [1.48407, 3.66504, 2.04470], [1.40489, 2.26933, 1.57477], [0.38041, 1.63405, 2.13982], [-0.00922, 0.54631, 1.88185], [2.84821, 3.89787, 2.57406], [3.39947, 4.95657, 2.01111], [4.45116, 5.43457, 2.33376], [2.39146, 5.48139, 0.94281], [1.35100, 4.68527, 0.98715], [2.57312, 6.41803, 0.22598], [-0.55778, 0.51757, -1.14301], [-1.04566, 1.60397, -1.31712], [-2.15499, 2.08216, -0.80043], [-2.27935, 3.51033, -1.15893], [-1.04927, 3.84521, -1.88042], [-0.31422, 2.76185, -2.05623], [0.61372, 2.65143, -2.79873], [-3.51044, 3.74396, -1.96103], [-4.09810, 4.84774, -1.55910], [-5.05485, 5.37606, -2.06421], [-3.36696, 5.31242, -0.25715], [-2.45639, 4.39909, -0.00288], [-3.56336, 6.32622, 0.33831], [-2.95935, -0.13997, 1.72934], [-2.91447, 0.79288, 1.48797], [-1.19402, -2.08113, 2.97292], [-0.40794, -2.63984, 2.86362], [-3.65997, -4.15336, 0.18412], [-3.26510, -3.11501, 0.98321], [-4.74391, -4.10655, -0.09602], [-3.13246, -4.17494, -0.80314], [-3.52553, -5.10305, 0.75566], [3.46175, 0.94979, -1.01917], [4.02000, 0.80590, 0.38239], [3.82558, -0.57644, 1.06284], [2.56939, -1.25198, 0.71076], [1.58877, -1.77906, 0.43293], [3.38552, -0.00279, -1.54679], [4.01679, 1.70494, -1.57444], [2.43201, 1.31081, -0.98032], [3.60912, 1.50694, 1.10217], [5.11111, 0.91538, 0.40188], [3.89564, -0.47492, 2.14382], [4.57028, -1.30165, 0.71150], [-0.40863, -7.07044, -0.94974], [-0.87083, -6.31858, -2.21275], [0.00019, -5.10021, -2.58884], [-0.52217, -3.86436, -2.02866], [-0.97992, -2.87984, -1.64362], [0.63923, -6.97062, -0.67374], [-0.66868, -8.13112, -0.99545], [-1.01332, -6.68790, -0.11980], [-1.93263, -6.09674, -2.16176], [-0.72117, -7.04841, -3.01985], [-0.19814, -5.01167, -3.66475], [1.06293, -5.29453, -2.48616]],
  "atomic_forces_ev_per_a": [[-3.0, 0.1, 4.0], [-0.2, -0.2, 0.6], [0.2, 0.5, -0.8], [0.3, 0.0, 0.2], [-0.2, -0.6, 0.2], [0.3, 0.3, -0.5], [-0.5, 0.5, 0.3], [0.4, -0.1, 0.1], [0.2, 0.2, 0.2], [-0.5, -0.2, 0.5], [0.4, 0.2, -0.3], [0.3, -0.7, 0.4], [-0.3, 0.1, -0.4], [0.0, 0.5, -0.3], [-0.4, 0.5, -0.7], [1.3, -0.1, 0.9], [-0.2, 0.4, -0.3], [-0.4, -0.4, 0.5], [0.1, 0.3, -0.2], [-1.3, -0.3, -0.6], [0.7, 0.0, 0.1], [0.2, 0.1, -0.5], [-0.3, 0.0, 0.3], [0.1, 0.0, 0.0], [0.3, -0.4, -0.8], [0.3, 0.1, 0.3], [-0.3, 0.4, 0.4], [0.5, -0.2, -1.0], [0.1, -0.1, -0.1], [0.9, -0.2, -1.1], [0.0, -0.1, 0.3], [0.2, 1.1, 0.7], [0.3, -0.1, -1.0], [-0.1, -0.1, 0.0], [0.0, -0.5, 0.1], [0.0, -0.5, -0.6], [-0.7, 0.3, 0.3], [0.6, -0.8, 0.9], [-0.4, -0.4, -0.8], [-0.2, 0.5, 0.4], [0.5, -0.4, -0.2], [0.4, 0.1, -0.1], [0.1, -0.2, -0.2], [0.0, 0.0, 0.1], [-0.1, 0.4, -0.4], [-0.1, 0.3, -0.1], [0.0, -0.1, 0.0], [0.3, 0.3, 0.2], [-1.3, 0.4, 0.8], [1.5, -1.4, 0.0], [-1.6, -0.5, -1.0], [0.4, 0.6, 0.5], [0.2, -0.9, -1.3], [0.1, 0.1, -0.3], [0.1, 0.0, -0.2], [0.4, 0.0, 0.2], [0.0, 0.3, 0.1], [-0.2, 0.3, -0.2], [0.4, 0.3, 0.0], [0.1, 0.2, 0.4]],
  "homo_lumo_gap_ev": 4.3,
  "spin_multiplicity": 1,
  "charge": -3
}

ΔE to the lowest compared entry with this formula, charge and spin readings, ordered: 35.6, 27.3, 0.0 kcal per mole
Max |F| readings, ordered: 2.223, 2.626, 5.028 eV/Å
Molar mass readings, ordered: 102.1, 1607.0, 784.2 g/mol